No. 1
ORCA calculation (ωB97M-V with the def2-TZVPD basis set) on a molecular structure, C53H45N4O3PbS3Si.

The calculation puts the total energy at -113419.368 eV. Its net charge is +1. The LUMO energy comes out at -2.9 eV.

Geometry (Å):
H: -3.27213 1.01356 -4.90248
H: -9.77492 -1.01754 0.99100
H: 0.39748 0.63437 6.93331
C: 2.33111 -2.87467 4.14962
C: 4.14834 0.26605 1.84928
H: 4.71596 2.56408 0.23531
C: -8.74891 -0.68255 0.96546
C: 0.52778 2.28161 -5.15855
C: 1.87023 -1.57102 4.28576
H: 2.56310 -0.44608 -3.85085
S: 3.42339 -5.63945 -0.19852
C: -3.21925 4.93020 -2.84529
C: -0.97288 4.87720 0.18108
H: 1.87722 -3.67432 4.72060
O: -2.31176 3.18540 0.72692
C: -7.63557 -1.54500 0.79892
C: 1.43288 -3.69069 -0.23150
C: -0.77827 0.86489 -2.84555
S: -6.68600 0.80889 1.01539
H: 3.15300 3.45914 5.27626
H: -9.01110 1.48226 1.23308
H: -1.55551 6.21972 -2.40795
C: 3.81503 2.11760 -0.19069
H: -7.73064 -2.61475 0.67965
C: 1.08701 -2.33808 -0.03859
C: 3.09128 0.74828 -2.15858
H: -4.09753 -5.40205 0.27119
C: 3.37992 -3.14685 3.28453
H: -4.07033 0.46128 0.73306
C: -2.00933 -5.12995 0.06565
H: 4.67222 -0.16668 0.99604
H: 2.57577 1.80039 7.01473
C: 5.00474 -5.20277 -0.67143
H: 4.84481 0.87633 2.43206
C: 0.65695 1.35159 6.16500
C: 2.20382 2.93998 5.23476
H: -3.44425 5.41003 -3.78809
C: 3.35968 -0.15136 -3.17885
C: -0.23502 1.61909 5.13752
H: -1.19139 1.11683 5.08036
C: -0.75942 0.73175 -1.63299
C: -2.48212 1.71396 -5.18171
O: 1.84774 0.51457 0.61153
H: 5.99051 -3.41686 -1.36920
C: -3.96213 -0.61222 0.61186
N: -0.14999 -1.93019 0.14531
Pb: -0.69829 0.42472 0.61886
C: -1.91769 4.73710 -0.87276
H: 0.48418 -0.99224 -5.18777
S: 2.89962 1.40971 1.21770
H: 0.62136 -5.66991 -0.32267
H: 1.51585 1.93462 -4.84864
H: 4.76728 -2.34027 1.86451
H: -1.79567 -6.18590 -0.04149
H: 3.75002 -4.15813 3.17548
C: -1.15707 -2.83450 0.16451
H: 6.18384 0.92255 -0.78403
C: 0.41420 -4.61472 -0.18296
H: 2.08184 0.46644 3.68421
C: -5.09429 -1.44905 0.64737
H: 3.68736 -2.18434 -1.16384
C: 5.38423 0.61072 -1.44726
N: -1.20840 3.96402 1.09032
H: 0.54406 2.41661 -6.24271
N: -0.48526 3.71465 2.16371
H: 6.65389 -0.67552 -2.59975
C: 2.45258 -0.54567 3.55764
C: -3.56199 -3.29780 0.36953
C: -2.16535 5.38742 -2.08451
C: -6.43892 -0.88428 0.80268
H: -4.83401 3.52417 -3.04534
C: -3.78126 3.19892 -1.22662
C: -0.91125 -4.20320 0.02061
H: 1.55509 3.93713 3.44526
C: 1.87924 2.00879 6.21273
H: 4.84621 -1.36547 -4.14224
H: -0.15090 5.55606 0.32668
H: 5.79161 -5.93967 -0.66689
C: 2.83356 -4.04576 -0.47148
H: -4.39413 2.37181 -0.89679
N: -2.73573 -1.05068 0.45130
C: 0.08853 2.54645 4.15210
H: -2.69202 2.67097 -4.70187
Si: -0.80644 1.06915 -4.67623
C: -0.49169 -0.59061 -5.46828
C: 5.08156 -3.89167 -1.02925
C: 3.49924 -0.81482 2.67825
C: 4.10595 1.13805 -1.28504
C: -8.37960 0.62039 1.09111
C: 1.31229 3.20996 4.20710
C: -3.27459 -4.69949 0.23651
C: 3.83403 -3.22571 -0.91147
H: 0.35696 3.25818 -4.70017
H: -0.51618 -0.50056 -6.55694
H: 3.16210 2.92033 -0.53614
H: 1.05808 -1.34433 4.96421
H: -2.52628 1.85962 -6.26371
C: -2.51104 -2.37439 0.33372
H: -1.24987 -1.31830 -5.17299
C: -4.01539 3.85379 -2.41965
C: 4.63896 -0.66908 -3.34001
C: -0.90656 2.76232 3.04704
H: 2.09091 1.15086 -2.05066
C: -4.86444 -2.80329 0.52645
C: 3.95591 -2.12053 2.54803
H: 1.84753 -1.56694 -0.02129
C: -2.71476 3.67290 -0.48433
H: -5.68801 -3.50565 0.55666
C: 5.65154 -0.28747 -2.47193
O: -1.93403 2.09551 2.98904

Atoms 1-2, force components in eV/Å:
H 0.006 0.011 0.003
H 0.005 0.003 0.000

---

No. 2
ORCA calculation (ωB97M-V with the def2-TZVPD basis set) on a molecular structure, C53H46AsBrF6N5PS4Tl at a distorted geometry.

The calculation puts the total energy at -267657.528 eV. Its net charge is +2. The LUMO energy (spin up / spin down) comes out at -5.0 / -7.6 eV. The spin multiplicity is 2.

Geometry (Å):
H: 0.73530 0.33370 7.67010
H: 2.65850 -4.33020 2.40840
C: -0.02860 -0.06070 7.01850
C: -0.97650 2.96800 2.56990
F: 1.99400 -2.53660 -1.50390
C: -3.10490 -0.28850 -1.96250
H: -1.76590 2.23440 2.48180
C: 4.68650 4.28600 -1.96900
C: 0.43780 6.61410 -2.87330
H: 0.40190 -0.33030 3.04310
H: -3.66360 1.18640 -5.46660
H: 2.19690 3.07340 1.94960
C: -2.54990 0.97040 -2.23110
H: 2.13410 3.52790 -4.07070
C: 6.73720 0.56720 -3.85680
H: -2.22530 4.49610 3.41110
C: -4.48630 -6.78850 -1.39470
H: 1.06720 0.36870 5.23330
C: -1.45330 3.42150 -2.84420
H: 4.47060 -2.48740 3.83010
C: 3.30670 5.33270 -4.14110
H: 2.86790 -4.29640 4.08260
H: -1.55680 -2.16980 -0.92390
H: 4.10590 -4.80750 3.07900
C: -1.19340 -0.58590 7.55530
F: 0.62450 -4.75720 0.81430
C: -3.07340 -0.20120 0.62460
H: 2.78150 5.73300 -4.99400
C: 5.72420 1.39470 -3.40340
C: -3.66700 -1.08810 -2.95170
C: -1.23220 4.21900 3.09970
C: -3.95580 -2.45820 -2.64070
C: -3.41300 -3.08520 -1.56060
C: -2.66120 -2.52350 0.91280
H: -3.01130 -7.47680 0.01120
H: 5.21940 3.86840 -1.12560
C: 5.03350 5.52360 -2.47780
S: 3.43630 1.78850 0.02360
C: -2.00650 -1.05840 5.34940
H: 4.64380 7.00150 -3.97070
H: 1.94120 5.36980 2.87760
P: 3.33720 1.87220 -1.98860
H: -6.02680 -1.96620 0.91540
C: -2.75310 1.50740 -3.53910
C: 4.35250 6.04160 -3.56920
H: -5.06640 -7.66750 -1.59990
C: -4.40060 -0.70430 0.15020
H: -1.32730 -0.60140 8.62490
C: 1.23420 3.43220 2.28390
C: 3.77850 -2.73640 3.02770
C: 1.09410 4.70770 2.80190
H: 3.34500 -0.05730 2.24950
C: -3.40890 -6.66110 -0.56290
N: 3.32780 -4.14510 3.17930
C: -2.60290 -2.23230 -0.60090
H: -2.77530 -1.43430 4.69080
C: -4.95970 -1.89960 0.79780
F: 2.05410 -5.10100 -1.23810
As: 1.29960 -3.76510 -0.51770
C: -0.85530 4.70470 -3.09250
N: -3.16160 -0.87580 -0.66320
H: 1.65990 -2.38560 2.77840
C: -0.26330 6.91710 -4.00390
C: 0.10200 5.35870 -2.35130
N: -1.83530 1.62440 -1.28110
H: 2.41210 -1.35250 3.99900
C: -1.31000 2.78110 -1.58840
H: -0.77020 3.27880 -0.79360
H: -2.86530 0.85890 0.62380
C: -0.60580 -0.57690 3.36170
H: -2.35150 3.21260 -4.77880
S: -1.32820 5.67000 -4.46740
C: -0.82930 -0.55010 4.80010
C: 5.69920 -1.32110 -2.78820
S: 1.55300 1.20640 -2.64990
H: 0.56570 4.93980 -1.47720
H: 4.30450 -2.66030 2.07430
C: 0.16030 -0.05080 5.64890
C: 4.70150 0.85050 -2.64000
H: 7.51610 -1.42550 -3.91210
C: -3.87080 -0.52790 -4.23330
H: 5.68030 -2.37720 -2.56070
H: -4.52820 -3.02330 -3.35970
N: 0.22300 2.57960 2.15240
N: 2.62300 -0.73380 2.02730
H: -5.09450 0.01120 -0.27150
C: -2.17870 -1.08430 6.71880
H: 3.87170 -0.90610 -1.73850
C: 2.55190 -1.79370 3.01170
S: -4.88110 -5.32700 -2.17350
C: -3.46660 0.74770 -4.50020
H: 5.84350 6.07970 -2.02980
C: 4.68620 -0.50340 -2.32620
H: 2.84410 -1.12520 1.11420
C: -2.20180 2.76460 -3.80880
C: 6.72540 -0.78480 -3.55200
C: -1.47960 -0.86180 2.43500
H: -2.01860 -5.08890 0.02510
F: 0.53600 -2.37750 0.45180
C: 2.94400 4.09650 -3.63400
H: -0.22250 7.81530 -4.58600
C: -4.09390 -2.80450 1.24580
C: 3.65210 3.57170 -2.56250
C: -2.33230 -1.14960 1.49420
H: 1.15950 7.27400 -2.43080
Tl: 0.49070 0.49390 0.35280
H: -3.08030 -1.50040 7.13900
C: -2.89680 -5.35850 -0.53120
H: -4.36380 -1.12650 -4.98270
H: -1.95550 -3.28020 1.23940
C: -3.59090 -4.48450 -1.34330
H: 7.53420 0.98020 -4.45650
Br: -0.45080 6.86530 3.88290
F: -0.12570 -3.87790 -1.46660
H: -4.37060 -3.69540 1.77900
C: -0.17170 5.11260 3.20580
H: 5.73200 2.44790 -3.64720
F: 2.73730 -3.60720 0.59010

Atoms 1-2, force components in eV/Å:
H 0.075 0.055 0.072
H 0.135 -0.062 0.065